The following is a quantum chemistry calculation of a molecular structure, C41H35ClLaN2Si2 at a distorted geometry, from OMol25.

Largest force on an atom in eV Å⁻¹: 3.70
ΔE to the lowest compared entry with this formula, charge and spin in kcal/mol: 0.00
Net charge: +1

```
82
C41H35ClLaN2Si2 | OMol25 | wB97M-V/def2-TZVPD
C 1.590 0.977 1.315
C 1.675 -0.436 1.493
C 2.485 -0.961 0.442
H 1.273 -0.994 2.343
C 2.905 0.125 -0.370
C 2.344 1.320 0.161
H 2.519 2.332 -0.207
H 1.093 1.678 1.983
H 2.843 -1.991 0.365
H 3.643 0.078 -1.175
La 0.130 -0.228 -0.872
Si 1.465 -6.140 -3.119
C -0.011 -7.501 -3.221
C -0.833 -7.586 -4.365
H -0.569 -7.091 -5.309
C -2.038 -8.309 -4.367
H -2.728 -8.225 -5.199
C -2.386 -9.115 -3.285
H -3.364 -9.605 -3.236
C -1.416 -9.278 -2.291
H -1.619 -9.980 -1.474
C -0.217 -8.552 -2.293
H 0.543 -8.823 -1.549
C 1.973 -6.438 -4.925
C 2.185 -7.705 -5.544
H 2.147 -8.636 -4.973
C 2.399 -7.840 -6.934
H 2.567 -8.837 -7.377
C 2.366 -6.721 -7.774
H 2.521 -6.816 -8.860
C 2.108 -5.473 -7.186
H 2.018 -4.589 -7.823
C 1.960 -5.339 -5.796
H 1.778 -4.330 -5.422
H 2.482 -6.851 -2.273
Si -1.756 -4.482 -3.467
C -0.161 -3.523 -3.450
C 1.003 -4.269 -2.762
H 0.676 -4.607 -1.733
C 2.211 -3.409 -2.649
H 3.067 -3.817 -2.085
C 2.276 -2.096 -3.084
H 3.212 -1.529 -2.978
C 1.188 -1.455 -3.691
H 1.285 -0.446 -4.116
C 0.000 -2.195 -3.866
H -0.822 -1.650 -4.352
C -1.985 -4.972 -1.665
C -1.316 -4.273 -0.630
H -0.694 -3.395 -0.889
C -1.362 -4.717 0.702
H -0.774 -4.182 1.459
C -2.153 -5.827 1.047
H -2.240 -6.136 2.095
C -2.821 -6.527 0.037
H -3.405 -7.409 0.311
C -2.743 -6.108 -1.295
H -3.247 -6.686 -2.064
H -2.876 -3.729 -3.868
Cl -2.144 -0.246 -2.122
C -0.350 4.359 -2.503
C 0.063 3.050 -2.224
N -0.368 2.385 -1.128
C -1.229 2.986 -0.258
C -1.706 4.312 -0.495
C -1.223 4.993 -1.627
C -2.700 4.880 0.365
C -3.220 4.156 1.409
C -2.789 2.812 1.667
C -3.358 2.005 2.664
C -2.985 0.674 2.791
C -2.017 0.154 1.927
N -1.461 0.899 0.947
C -1.798 2.214 0.838
H 0.016 4.842 -3.411
H 0.741 2.482 -2.884
H -1.580 6.014 -1.786
H -3.048 5.895 0.146
H -4.001 4.567 2.054
H -4.113 2.476 3.293
H -3.440 0.022 3.535
H -1.662 -0.882 1.996
```

Mulliken population analysis, charges in e, atoms 1 to 8: C -0.243; C -0.791; C -0.722; H 0.560; C -0.567; C -0.755; H 0.498; H 0.482